Entry 1:
{
  "formula": "C2H3ClO2S",
  "method": "the ωB97M-V functional and the def2-TZVPD basis",
  "de_lowest_kcal_mol": 49.7,
  "elements": ["C", "C", "O", "O", "S", "Cl", "H", "H", "H"],
  "xyz": [[0.8406, 0.1105, -0.2851], [0.6463, -0.9626, -1.1453], [-0.5108, -1.8444, 1.1225], [0.5289, -1.4206, -2.2274], [0.8350, -1.5645, 0.6546], [-2.6802, -0.2879, -0.1133], [1.6772, 0.6824, -0.4488], [-0.0254, 0.7880, 0.0929], [-1.7352, -1.0044, 0.4346]],
  "lowdin_charge": [-0.207, -0.536, -0.606, 0.160, 0.987, 0.287, 0.072, 0.131, -0.288]
}

---

Entry 2:
{
  "formula": "C2H3ClO2S",
  "method": "the ωB97M-V functional and the def2-TZVPD basis",
  "spin_multiplicity": 3,
  "de_lowest_kcal_mol": 84.0,
  "elements": ["C", "C", "O", "O", "S", "Cl", "H", "H", "H"],
  "xyz": [[1.0783, 0.7029, -0.0497], [0.6271, -0.3188, -0.9692], [-0.5785, -0.9291, 1.5141], [0.2892, -0.6507, -2.0087], [0.7635, -0.9910, 0.7826], [-2.7748, 0.2508, 0.0058], [1.9997, 1.1382, -0.0412], [0.3410, 1.3691, 0.2352], [-1.7455, -0.5713, 0.5311]],
  "mulliken_spin": [0.034, 0.480, 0.362, 0.540, 0.463, 0.034, 0.052, 0.045, -0.009]
}

---

Entry 3:
{
  "formula": "C2H3ClOS",
  "method": "the ωB97M-V functional and the def2-TZVPD basis",
  "de_lowest_kcal_mol": 83.2,
  "elements": ["C", "C", "O", "S", "Cl", "H", "H", "H"],
  "xyz": [[-0.2653, -0.7724, -0.8962], [0.8317, -0.2070, -0.5089], [0.6077, 1.5334, 0.4376], [0.2040, 1.3831, 1.9490], [-1.6573, 0.7304, 1.8230], [-0.2650, -1.7921, -1.3893], [-1.2967, -0.4010, -0.7938], [1.8408, -0.4743, -0.6213]],
  "lowdin_charge": [-0.047, 0.031, -0.695, 0.374, 0.125, 0.096, 0.052, 0.064]
}

---

Entry 4:
{
  "formula": "C2H3ClS",
  "method": "the ωB97M-V functional and the def2-TZVPD basis",
  "de_lowest_kcal_mol": 47.6,
  "elements": ["C", "C", "S", "Cl", "H", "H", "H"],
  "xyz": [[-0.4408, 2.8657, 1.4785], [-0.3482, 0.0327, -1.0745], [0.0893, 4.2989, 1.6647], [1.0584, 1.2594, -0.9226], [-0.6294, -0.4211, -0.1336], [0.1535, -0.7002, -1.6117], [-1.2631, 0.4849, -1.7315]],
  "lowdin_charge": [-0.621, -0.431, 0.607, 0.363, 0.021, -0.037, 0.099]
}

---

Entry 5:
{
  "formula": "C2H3ClS",
  "method": "the ωB97M-V functional and the def2-TZVPD basis",
  "smiles": "C#CCl.S",
  "de_lowest_kcal_mol": 45.3,
  "elements": ["C", "C", "Cl", "H", "S", "H", "H"],
  "xyz": [[3.0656, -2.0225, -0.3253], [3.2348, -0.8087, -0.2228], [3.6431, 0.7582, -0.0484], [2.8170, -2.9838, -0.7255], [-0.0238, 1.2739, 0.0259], [-1.3070, 0.8850, 0.0293], [0.2731, 0.0046, 0.0319]],
  "lowdin_charge": [0.037, -0.756, 0.699, 0.026, 0.474, -0.217, -0.264]
}

---

Entry 6:
{
  "formula": "C2H3ClS",
  "method": "the ωB97M-V functional and the def2-TZVPD basis",
  "smiles": "S=CCCl",
  "de_lowest_kcal_mol": 29.6,
  "elements": ["S", "C", "C", "Cl", "H", "H", "H"],
  "xyz": [[-1.4850, -1.6337, -0.5181], [-0.5815, -0.6892, 0.4439], [0.3201, 0.3426, -0.2712], [1.5166, 1.2210, 0.6347], [-0.2916, -0.6194, 1.5557], [-0.1521, 1.1683, -0.6521], [0.6735, 0.2105, -1.1928]],
  "lowdin_charge": [0.689, -0.665, -0.729, 0.576, 0.084, 0.026, 0.019]
}

---

Entry 7:
{
  "formula": "C2H3ClS2",
  "method": "the ωB97M-V functional and the def2-TZVPD basis",
  "smiles": "S=C(S)CCl",
  "de_lowest_kcal_mol": 39.1,
  "elements": ["S", "C", "S", "C", "Cl", "H", "H", "H"],
  "xyz": [[1.9590, -0.4779, 0.7259], [0.5506, -0.1383, 0.2628], [0.0782, -0.4397, -1.6160], [-0.8038, -0.0680, 1.1459], [-1.8034, 1.0237, 0.2342], [1.3599, -0.7691, -1.5061], [-0.3738, 0.3799, 2.1842], [-1.4046, -1.0944, 1.1284]],
  "lowdin_charge": [0.754, -1.210, 0.591, -0.691, 0.532, -0.208, 0.118, 0.114]
}

---

Entry 8:
{
  "formula": "C2H3ClS2",
  "method": "the ωB97M-V functional and the def2-TZVPD basis",
  "smiles": "S=C(S)CCl",
  "de_lowest_kcal_mol": 8.7,
  "elements": ["S", "C", "S", "C", "Cl", "H", "H", "H"],
  "xyz": [[1.7772, 1.3550, 0.0852], [0.6749, 0.1434, 0.2076], [1.0561, -1.5857, -0.1530], [-0.7734, 0.3049, 0.4364], [-1.2673, -0.3811, 2.0275], [2.3096, -1.6124, 0.3455], [-1.4378, -0.2604, -0.2672], [-0.9529, 1.3447, 0.3912]],
  "lowdin_charge": [0.672, -1.235, 0.710, -0.700, 0.541, -0.118, 0.087, 0.042]
}